1.
{
  "formula": "C16H39FN4O6PS2",
  "method": "ωB97M-V with the def2-TZVPD basis set",
  "e_lumo_ev": 2.03,
  "charge": -1,
  "orbital_gap_ev": 6.238,
  "total_energy_ha": -2541.12840,
  "elements": ["F", "C", "C", "P", "S", "O", "C", "C", "S", "O", "H", "H", "H", "H", "H", "H", "H", "H", "H", "H", "H", "C", "O", "N", "C", "C", "H", "H", "H", "H", "H", "H", "H", "C", "O", "N", "C", "C", "H", "H", "H", "H", "H", "H", "H", "C", "O", "N", "C", "C", "H", "H", "H", "H", "H", "H", "H", "C", "O", "N", "C", "C", "H", "H", "H", "H", "H", "H", "H"],
  "positions_angstrom": [[4.4679, -0.7013, -0.7003], [4.1902, -0.4480, -2.0617], [2.7842, -0.8385, -2.5041], [1.4715, -0.9376, -1.1605], [0.5558, -2.9228, -2.0612], [0.1498, -1.1431, -0.0152], [-0.9910, -0.4007, -0.3440], [-0.4792, 0.7166, -1.2407], [-1.8096, 1.5759, -2.1427], [0.3778, 0.0685, -2.1238], [4.9379, -0.9910, -2.6369], [4.3647, 0.6235, -2.1972], [2.4130, -0.0592, -3.1696], [2.8188, -1.7691, -3.0651], [1.9465, 0.2572, -0.5260], [2.2311, -1.7801, -0.3202], [0.8807, -2.8638, -3.3625], [-1.5118, -0.0594, 0.5531], [-1.6878, -1.0094, -0.9331], [0.0591, 1.4573, -0.6425], [-1.6277, 2.7466, -1.5127], [5.0806, -0.3159, -5.4669], [6.0151, -0.6952, -4.7903], [4.9175, 0.9588, -5.8858], [3.7586, 1.3742, -6.6396], [5.9217, 1.9337, -5.5075], [4.2552, -0.9805, -5.7695], [4.0388, 1.7817, -7.6145], [3.1817, 2.1292, -6.1010], [3.1128, 0.5118, -6.7986], [6.9006, 1.6619, -5.9049], [6.0125, 1.9974, -4.4224], [5.6288, 2.9051, -5.9017], [-4.8624, -0.7179, 1.7701], [-4.0303, -0.8601, 0.9046], [-4.5532, -0.3336, 3.0361], [-5.5476, -0.1680, 4.0635], [-3.1467, -0.1273, 3.3379], [-5.9416, -0.8997, 1.6205], [-5.5616, 0.8536, 4.4550], [-5.3818, -0.8494, 4.9022], [-6.5302, -0.3818, 3.6425], [-2.7196, 0.6557, 2.7097], [-2.5701, -1.0347, 3.1531], [-3.0535, 0.1511, 4.3864], [-2.6681, 3.6109, 0.9933], [-1.6066, 3.9101, 0.4886], [-2.9681, 3.8207, 2.2972], [-4.2448, 3.4570, 2.8590], [-1.9525, 4.4246, 3.1394], [-3.4785, 3.1228, 0.4267], [-4.7736, 4.3285, 3.2543], [-4.1357, 2.7290, 3.6669], [-4.8592, 3.0081, 2.0788], [-1.6737, 5.4115, 2.7682], [-1.0496, 3.8132, 3.1585], [-2.3479, 4.5172, 4.1495], [-0.2224, -5.1236, 3.6199], [-0.2395, -5.3346, 4.8253], [0.3669, -4.0758, 3.0328], [0.3455, -3.8508, 1.5947], [1.0501, -3.1037, 3.8653], [-0.7100, -5.7999, 2.8978], [1.3543, -3.8332, 1.1792], [-0.1192, -2.8979, 1.3473], [-0.2121, -4.6519, 1.1113], [1.8609, -3.5702, 4.4272], [0.3644, -2.6574, 4.5881], [1.4520, -2.3266, 3.2188]],
  "mulliken_charge": [-0.35, -0.12, -0.76, 0.43, -0.49, -0.11, -0.01, -0.15, -0.28, -0.48, 0.22, 0.16, 0.32, 0.25, -0.11, -0.08, 0.00, -0.12, 0.30, 0.34, 0.06, 0.13, -0.60, 0.13, -0.96, -0.95, 0.28, 0.37, 0.35, 0.30, 0.29, 0.28, 0.40, 0.02, -0.47, 0.27, -0.90, -0.95, 0.23, 0.28, 0.34, 0.28, 0.07, 0.47, 0.36, 0.24, -0.62, 0.14, -0.97, -1.00, 0.24, 0.40, 0.30, 0.29, 0.30, 0.31, 0.39, 0.11, -0.64, 0.17, -0.66, -0.96, 0.28, 0.22, 0.20, 0.28, 0.33, 0.29, 0.33]
}

2.
{
  "formula": "C16H40BFGaO5",
  "method": "ωB97M-V with the def2-TZVPD basis set",
  "e_lumo_ev": 2.43,
  "charge": -1,
  "orbital_gap_ev": 6.461,
  "total_energy_ha": -3059.27614,
  "elements": ["C", "C", "C", "C", "C", "Ga", "C", "C", "O", "C", "C", "F", "B", "C", "O", "H", "H", "H", "H", "H", "H", "H", "H", "H", "H", "H", "H", "H", "H", "H", "H", "H", "H", "H", "H", "H", "H", "C", "C", "O", "H", "H", "H", "H", "H", "H", "C", "C", "O", "H", "H", "H", "H", "H", "H", "C", "C", "O", "H", "H", "H", "H", "H", "H"],
  "positions_angstrom": [[4.3868, -1.7648, 1.3211], [3.0846, -1.3409, 0.4599], [2.2615, -0.2443, 1.2579], [0.8413, 0.1213, 0.6398], [0.8892, 0.4119, -0.9493], [-0.6814, -1.1872, 1.1760], [-1.3747, -0.7152, 3.0694], [-2.5022, -1.7365, 3.4171], [-2.3489, -2.6299, 4.2913], [-2.2573, -0.9755, -0.1935], [-2.7777, 0.5395, -0.2818], [-2.0908, 1.4084, 0.6355], [-0.1294, -3.1976, 1.1564], [-1.0299, -4.2323, 0.2797], [1.0249, -3.7396, 1.8586], [4.5397, -1.0481, 2.1859], [4.2933, -2.8492, 1.6639], [5.3230, -1.7455, 0.6661], [3.5090, -0.8757, -0.4948], [2.4880, -2.2382, 0.1273], [2.1922, -0.4912, 2.3739], [2.8911, 0.7173, 1.2171], [0.5409, 1.1267, 1.1049], [1.5755, -0.2877, -1.5106], [-0.1582, 0.4575, -1.3755], [1.3589, 1.4631, -1.0417], [-0.5508, -0.7491, 3.8441], [-1.8561, 0.3080, 3.0133], [-3.5050, -1.7425, 2.8764], [-1.8283, -1.2624, -1.2146], [-3.1040, -1.6812, 0.0744], [-2.6130, 0.9437, -1.3233], [-3.8665, 0.5186, 0.0338], [-0.3598, -5.0012, -0.2328], [-1.6036, -3.7124, -0.5545], [-1.7960, -4.8006, 0.8914], [1.1002, -3.1959, 2.6678], [0.4737, 5.3393, -2.9980], [0.4038, 4.1785, -2.0252], [1.5313, 3.3269, -2.1944], [0.5038, 4.9745, -4.0279], [-0.3897, 5.9987, -2.8823], [1.3851, 5.9228, -2.8388], [-0.4959, 3.5863, -2.2010], [0.3850, 4.5364, -0.9931], [2.3224, 3.8535, -2.0293], [-2.3749, -6.2443, -3.6357], [-1.8757, -4.9026, -3.1339], [-2.9754, -4.0518, -2.8341], [-2.9904, -6.1145, -4.5295], [-1.5399, -6.9072, -3.8757], [-3.0032, -6.7291, -2.8829], [-1.2669, -4.4121, -3.8957], [-1.2691, -5.0242, -2.2337], [-3.5033, -4.4868, -2.1542], [0.8455, 5.9751, 2.9138], [0.7980, 5.4359, 1.4977], [1.2319, 6.4319, 0.5737], [0.2108, 6.8596, 3.0083], [0.5096, 5.2219, 3.6296], [1.8622, 6.2816, 3.1772], [-0.2211, 5.1508, 1.2323], [1.4402, 4.5558, 1.3936], [2.1356, 6.6720, 0.8085]],
  "mulliken_charge": [-1.06, 0.15, -0.99, 0.73, -0.94, -1.53, -0.16, -0.09, -0.61, -0.50, -0.58, -0.24, 0.90, -0.69, -0.56, 0.30, 0.21, 0.28, 0.27, 0.07, 0.31, 0.29, 0.15, 0.24, 0.24, 0.12, 0.27, 0.27, 0.30, 0.23, 0.43, 0.23, 0.25, 0.22, -0.14, 0.28, 0.30, -1.23, 0.50, -0.55, 0.34, 0.35, 0.29, 0.29, -0.29, 0.28, -1.17, 0.35, -0.52, 0.28, 0.33, 0.33, 0.28, -0.11, 0.29, -1.21, -0.11, -0.52, 0.29, 0.34, 0.34, 0.29, 0.27, 0.29]
}

3.
{
  "formula": "C16H40F4K2N2O16S4",
  "method": "ωB97M-V with the def2-TZVPD basis set",
  "e_lumo_ev": -0.75,
  "charge": 0,
  "orbital_gap_ev": 8.868,
  "total_energy_ha": -5138.90672,
  "elements": ["K", "K", "N", "S", "O", "O", "F", "S", "O", "O", "F", "N", "S", "O", "O", "F", "S", "O", "O", "F", "C", "O", "C", "C", "O", "C", "H", "H", "H", "H", "H", "H", "H", "H", "H", "H", "C", "O", "C", "C", "O", "C", "H", "H", "H", "H", "H", "H", "H", "H", "H", "H", "C", "O", "C", "C", "O", "C", "H", "H", "H", "H", "H", "H", "H", "H", "H", "H", "C", "O", "C", "C", "O", "C", "H", "H", "H", "H", "H", "H", "H", "H", "H", "H"],
  "positions_angstrom": [[-13.2279, -15.0713, -9.7698], [-14.4300, -18.5091, -10.1384], [-12.4804, -17.2683, -11.4448], [-11.0792, -18.1519, -11.5862], [-9.9756, -17.5133, -12.2435], [-11.3007, -19.5528, -11.7399], [-10.7937, -17.9950, -10.0249], [-12.7293, -17.0677, -12.9466], [-12.9253, -18.1817, -13.8147], [-12.1847, -15.8688, -13.5028], [-14.2585, -16.4964, -12.6854], [-15.8258, -16.2699, -9.4974], [-17.1755, -15.6887, -10.3466], [-17.5569, -14.3449, -10.0213], [-18.1574, -16.6740, -10.6393], [-16.4420, -15.5228, -11.7467], [-16.4577, -16.2883, -8.1087], [-17.5611, -17.1779, -7.8121], [-16.4249, -15.0622, -7.3700], [-15.1773, -17.0849, -7.4817], [-16.0599, -14.3147, -18.0541], [-15.4961, -14.2744, -16.7650], [-16.1400, -15.1181, -15.8250], [-15.7136, -16.5515, -15.9870], [-16.4137, -17.2982, -14.9640], [-16.0890, -18.6677, -14.9690], [-15.4188, -13.7305, -18.7113], [-17.0923, -13.9552, -18.0757], [-16.0347, -15.3342, -18.4583], [-17.2222, -14.9519, -15.8736], [-15.8629, -14.7608, -14.8313], [-14.6604, -16.7092, -15.7365], [-16.0107, -17.0100, -16.9337], [-15.3973, -18.8279, -14.1411], [-15.5947, -19.0359, -15.8754], [-16.9540, -19.3297, -14.9080], [-10.9248, -21.6522, -14.4163], [-10.9240, -22.4603, -13.2627], [-10.2170, -23.6688, -13.3945], [-9.9711, -24.3039, -12.0493], [-9.4359, -25.5872, -12.3030], [-9.0161, -26.2410, -11.1129], [-11.3538, -20.7165, -14.0663], [-11.5460, -21.9966, -15.2526], [-9.9091, -21.5198, -14.8025], [-9.3344, -23.5949, -14.0427], [-10.8041, -24.3617, -14.0222], [-10.8413, -24.3783, -11.3896], [-9.1965, -23.7269, -11.5220], [-8.5113, -27.1616, -11.3973], [-9.9146, -26.5138, -10.5498], [-8.3242, -25.5801, -10.5845], [-14.1078, -13.0480, -12.9496], [-13.3993, -12.7107, -11.7386], [-12.2531, -11.9570, -12.0641], [-11.5035, -11.7883, -10.7896], [-11.1888, -13.0656, -10.2736], [-10.2049, -13.8225, -10.9708], [-15.1158, -13.3643, -12.6749], [-13.6284, -13.8660, -13.4831], [-14.2510, -12.1121, -13.4921], [-12.5115, -10.9823, -12.4946], [-11.5894, -12.4731, -12.7673], [-12.1165, -11.3688, -9.9828], [-10.6833, -11.0608, -10.8490], [-10.0280, -14.7305, -10.3792], [-9.2084, -13.3782, -10.9379], [-10.5708, -14.1766, -11.9338], [-9.5264, -17.7427, -1.9732], [-10.1087, -17.6945, -3.2608], [-9.1747, -17.1070, -4.1547], [-9.4909, -17.4500, -5.5855], [-9.1280, -18.7636, -5.8951], [-9.7531, -19.2665, -7.0607], [-10.2868, -17.9900, -1.2276], [-9.2372, -16.7193, -1.7026], [-8.7089, -18.4423, -1.7888], [-8.1488, -17.4188, -3.9400], [-9.1975, -16.0169, -4.0380], [-8.9861, -16.7586, -6.2858], [-10.5420, -17.2041, -5.8132], [-9.7653, -20.3545, -7.0451], [-9.1458, -18.9573, -7.9169], [-10.7787, -18.8986, -7.1387]],
  "mulliken_charge": [0.85, 0.87, 0.11, 0.83, -0.57, -0.55, -0.17, 0.82, -0.55, -0.59, -0.19, -0.09, 0.98, -0.57, -0.54, -0.16, 0.95, -0.59, -0.59, -0.32, -0.72, -0.34, -0.07, -0.20, -0.35, -0.69, 0.25, 0.30, 0.29, 0.37, -0.29, 0.18, 0.48, 0.11, 0.34, 0.32, -0.46, -0.20, -0.55, -0.30, -0.32, -0.69, -0.06, 0.30, 0.34, 0.29, 0.31, 0.31, 0.25, 0.23, 0.28, 0.30, -0.74, -0.13, -0.47, -0.65, -0.28, -0.59, 0.16, 0.26, 0.41, 0.40, 0.33, 0.26, 0.35, 0.14, 0.31, 0.28, -0.74, -0.31, -0.59, -0.35, -0.37, -0.62, 0.27, 0.31, 0.29, 0.35, 0.34, 0.35, 0.26, 0.31, 0.27, 0.23]
}